Molecular formula: C33H54GeO2PdSe2
Method: DFT, ωB97M-V/def2-TZVPD

Structure (XYZ):
```
93
Properties=species:S:1:pos:R:3:mulliken_charge:R:1
Pd 0.8744 -0.4478 -0.5685 -0.3413
C 7.4379 -0.8246 0.5415 -2.1296
C 6.7078 -1.1997 1.8365 2.0478
C 6.8965 -2.7093 2.0524 -1.6610
C 7.3831 -0.4547 3.0001 -1.7597
C 5.2256 -0.8467 1.7854 -0.2616
C 4.6622 -0.1216 0.7364 -0.4920
C 3.3241 0.1707 0.7371 -0.1078
Se 2.5719 1.1844 -0.7370 -0.6139
C 1.3495 -1.8806 -1.8044 -1.0449
C 2.4507 -2.3697 -2.4378 -0.5025
C 2.4524 -3.7186 -2.8410 -0.1753
C 1.3095 -4.4676 -2.6192 -0.1709
C 0.1756 -3.9937 -1.9439 -0.8234
C 0.2488 -2.6861 -1.4462 2.3470
O -0.5646 -2.0441 -0.6323 -1.1109
C -1.0185 -4.9192 -1.7585 2.2061
C -1.5320 -5.3776 -3.1322 -1.7535
C -0.6052 -6.1525 -0.9423 -1.6704
C -2.1657 -4.2148 -1.0349 -1.9919
C 3.7427 -4.2647 -3.4388 2.4366
C 4.8515 -4.1806 -2.3772 -1.7692
C 3.6426 -5.7255 -3.8822 -2.3235
C 4.1416 -3.4367 -4.6683 -1.8264
C 2.4007 -0.2456 1.7520 1.9891
O 1.1671 0.1222 1.6935 -1.1368
C 2.9889 -1.0160 2.8004 -0.9226
C 4.3622 -1.2486 2.7936 0.2263
C 2.1878 -1.6367 3.9487 2.0866
C 2.5438 -3.1310 4.0837 -1.8286
C 2.5357 -0.9047 5.2571 -1.7488
C 0.6753 -1.5660 3.7290 -1.9292
H 8.4759 -1.1613 0.5834 0.4599
H 7.4333 0.2535 0.3983 0.3656
H 6.9554 -1.2956 -0.3124 0.2746
H 7.9569 -2.9729 2.0323 0.4833
H 6.3842 -3.2643 1.2700 0.2811
H 6.4880 -3.0197 3.0104 0.3170
H 8.4447 -0.7108 3.0565 0.4712
H 6.9112 -0.7160 3.9456 0.3048
H 7.2911 0.6202 2.8603 0.3433
H 5.2556 0.2346 -0.0904 0.4865
H 3.3044 -1.7321 -2.6351 0.3890
H 1.2808 -5.4961 -2.9603 0.2872
H -0.7633 -5.9204 -3.6792 0.3089
H -1.8263 -4.5142 -3.7277 0.3341
H -2.3968 -6.0350 -3.0145 0.4691
H 0.1812 -6.7057 -1.4530 0.3059
H -1.4582 -6.8200 -0.7928 0.4625
H -0.2255 -5.8385 0.0289 0.3187
H -2.4752 -3.3353 -1.5930 0.3450
H -1.8435 -3.8852 -0.0508 0.2977
H -3.0193 -4.8886 -0.9266 0.4683
H 4.5822 -4.7861 -1.5130 0.3787
H 4.9941 -3.1580 -2.0398 0.3200
H 5.7986 -4.5466 -2.7773 0.4604
H 3.3901 -6.3666 -3.0419 0.3885
H 4.6061 -6.0499 -4.2815 0.4717
H 2.8884 -5.8443 -4.6557 0.4204
H 4.3066 -2.3964 -4.4048 0.3185
H 3.3481 -3.4733 -5.4143 0.3818
H 5.0615 -3.8255 -5.1094 0.4602
H 4.7871 -1.7926 3.6286 0.1929
H 3.5668 -3.2884 4.4206 0.3314
H 2.4241 -3.6216 3.1185 0.3551
H 1.8810 -3.6202 4.7994 0.4805
H 3.6053 -0.9558 5.4592 0.2622
H 2.0016 -1.3398 6.1060 0.4554
H 2.2644 0.1459 5.1712 0.3479
H 0.4124 -2.0505 2.7889 0.2718
H 0.3381 -0.5353 3.6789 0.2714
H 0.1528 -2.0781 4.5424 0.4798
C -2.4128 4.6343 -5.1079 -1.2299
Ge -1.6591 3.6264 -3.5222 0.4317
C -2.5160 4.4616 -1.9210 -1.3119
C 0.2929 3.9070 -3.4346 -0.9070
C -2.0522 1.6940 -3.6634 -0.9669
Se -0.7340 0.5588 -2.5158 0.0133
C -1.7533 0.9274 -0.8929 -0.3589
H -2.1893 5.6929 -5.0157 0.3520
H -3.4909 4.5282 -5.1718 0.3565
H -1.9830 4.2836 -6.0398 0.3573
H -2.4148 5.5429 -1.9555 0.3821
H -2.0273 4.1071 -1.0199 0.4379
H -3.5726 4.2152 -1.8592 0.3567
H 0.5453 4.9366 -3.1925 0.3867
H 0.7637 3.6411 -4.3782 0.3447
H 0.7089 3.2543 -2.6673 0.1237
H -1.8924 1.3566 -4.6861 0.3860
H -3.0726 1.4408 -3.3718 0.3706
H -2.0286 1.9777 -0.8567 0.1662
H -1.1056 0.6654 -0.0387 -0.0273
H -2.6441 0.2931 -0.8917 0.2705
```

## Properties
total charge	-2
spin multiplicity	1
E	-8447.97802	Eh

***

Molecular formula: C33H55BrCl2IN3O4SSbSi3Ti
Method: DFT, ωB97M-V/def2-TZVPD

Structure (XYZ):
```
105
Properties=species:S:1:pos:R:3:mulliken_charge:R:1
Ti -0.4669 -0.2211 0.2356 0.9914
C 0.2320 -3.6258 3.2379 -0.5914
C 0.2842 -2.2380 3.7833 -0.2281
N 0.4091 -2.1041 5.0973 -0.4585
C 0.5434 -0.9007 5.6468 -1.1990
C 0.6005 0.2776 4.9194 1.3937
C 0.8157 1.6052 5.6134 -1.0680
O 1.9383 2.3010 5.0935 -0.5303
C 0.4372 0.1653 3.5300 0.1672
C 0.6518 1.3195 2.6820 -1.3747
N 0.4617 1.3803 1.4059 1.5534
C 0.9358 2.6012 0.7999 -0.8911
C 0.5451 3.8502 1.2658 0.0819
C 1.0579 4.9994 0.6814 -1.0752
C 1.9659 4.9102 -0.3632 -0.7662
C 2.3780 3.6664 -0.8241 -0.6157
C 1.8550 2.5270 -0.2381 0.4354
I 2.5140 0.6338 -0.8112 0.3436
C 0.2322 -1.0980 2.9746 0.6741
O 0.0175 -1.1960 1.6361 -0.1242
H -0.4577 -4.2286 3.8275 0.4279
H 1.2190 -4.0791 3.3394 0.2438
H -0.0433 -3.6444 2.1891 -0.3883
H 0.6346 -0.8789 6.7273 0.4475
H 0.9026 1.4390 6.6874 0.4984
H -0.0542 2.2498 5.4642 0.2759
H 2.7174 2.1244 5.6311 0.3257
H 1.1006 2.1805 3.1723 1.0531
H -0.1566 3.9248 2.0867 0.5953
H 0.7539 5.9679 1.0547 0.4847
H 2.3744 5.8068 -0.8091 0.4794
H 3.1130 3.5911 -1.6140 0.5161
O -2.2097 4.8766 -3.0500 -0.5052
C -1.8615 3.7818 -2.4015 0.2726
C -1.0348 2.7765 -2.9187 -0.7240
C -0.7535 1.6930 -2.1299 -0.9449
N -1.2256 1.5214 -0.8742 1.3955
C -2.0006 2.5103 -0.3956 -0.1915
Br -2.6011 2.3451 1.3757 0.0924
C -2.3520 3.6314 -1.1003 -0.7380
H -1.8374 4.9288 -3.9416 0.3689
H -0.6143 2.8463 -3.9133 0.4942
H -0.1024 0.9127 -2.4966 0.4757
H -2.9763 4.3984 -0.6643 0.6343
C -3.4440 -2.3804 4.0383 -0.7071
Si -4.0851 -0.9176 3.0860 0.7156
C -5.9330 -0.9024 2.8785 -1.0740
C -3.5115 0.6574 3.9043 -1.0896
Sb -3.1681 -1.1411 0.6271 -0.8556
Si -3.5857 -3.7243 0.2514 0.5074
C -5.1943 -4.1087 1.1044 -1.0678
C -3.7407 -4.1170 -1.5718 -1.1629
C -2.1721 -4.6883 0.9755 -0.4494
Si -4.9776 -0.1461 -0.9897 0.4642
C -6.3777 -1.3707 -0.9729 -1.0647
C -5.6045 1.5234 -0.4543 -0.9825
C -4.1717 -0.0528 -2.6741 -0.5108
H -3.9479 -2.4011 5.0093 0.5201
H -2.3762 -2.2873 4.2320 0.0392
H -3.6258 -3.3398 3.5563 0.1811
H -6.3827 -0.8290 3.8736 0.4711
H -6.3250 -1.8038 2.4098 0.3003
H -6.2702 -0.0357 2.3071 0.2619
H -3.7880 0.5809 4.9607 0.4570
H -4.0122 1.5442 3.5130 0.4134
H -2.4297 0.7950 3.8610 0.0394
H -6.0467 -3.5958 0.6607 0.3349
H -5.1867 -3.9163 2.1755 0.2772
H -5.3588 -5.1833 0.9714 0.4667
H -4.1760 -3.3282 -2.1858 0.3213
H -4.4003 -4.9857 -1.6565 0.5479
H -2.7815 -4.4187 -1.9940 0.3442
H -2.1173 -4.5922 2.0589 0.1694
H -1.2090 -4.3937 0.5521 -0.3379
H -2.3239 -5.7473 0.7464 0.5501
H -6.8503 -1.4412 0.0076 0.3370
H -6.0898 -2.3702 -1.2971 0.2678
H -7.1375 -1.0075 -1.6719 0.4919
H -5.8162 1.5892 0.6128 0.2568
H -6.5485 1.6857 -0.9838 0.4947
H -4.9370 2.3393 -0.7264 0.2303
H -3.8867 -1.0404 -3.0430 0.1152
H -3.2883 0.5892 -2.6723 -0.1469
H -4.8860 0.3657 -3.3885 0.5512
Cl 1.7681 -4.9544 0.2526 -0.1154
C 3.2126 -4.3481 1.0848 -0.6327
Cl 3.1022 -2.6073 1.4237 -0.0585
H 4.0729 -4.5174 0.4490 0.4267
H 3.3081 -4.8733 2.0275 0.4543
C -1.1506 -1.3191 -4.4343 -1.3997
C -1.2839 -2.4555 -3.4398 0.5467
S -0.0477 -2.6177 -2.1429 0.6409
O -0.2497 -1.3288 -1.2680 -0.7098
C 1.4641 -2.3006 -3.0666 -0.5611
C 2.7126 -2.7175 -2.3084 -1.0839
H -1.9728 -1.4020 -5.1453 0.4594
H -0.2267 -1.3613 -5.0069 0.4085
H -1.2396 -0.3490 -3.9500 0.2447
H -1.2479 -3.4381 -3.9223 0.7133
H -2.2216 -2.4104 -2.8859 -0.9917
H 1.4447 -1.2411 -3.3262 0.2603
H 1.3410 -2.8819 -3.9847 0.6637
H 2.7478 -2.2940 -1.3047 -0.0492
H 3.5871 -2.3773 -2.8623 0.3811
H 2.7680 -3.7999 -2.2138 0.4168
```

## Properties
total charge	+3
ΔE to the lowest compared entry with this formula, charge and spin	0.031	eV
spin multiplicity	1
E	-7903.50280	Eh

***

Molecular formula: C33H56FNO10
Method: DFT, ωB97M-V/def2-TZVPD

Structure (XYZ):
```
101
Properties=species:S:1:pos:R:3:mulliken_charge:R:1
C -0.9023 -3.2932 1.0059 -1.3503
C -0.9434 -3.9295 -0.3880 0.8639
C 0.2895 -3.3707 -1.1497 -1.3563
C -2.1807 -3.5361 -1.2204 0.0603
C -3.5817 -3.6949 -0.5242 -1.7336
C -4.2632 -2.3546 -0.5766 0.0424
C -5.1717 -2.0057 -1.4635 0.7797
N -5.6584 -2.8582 -2.4565 -0.5575
C -5.6973 -0.6120 -1.3919 -0.0646
O -6.7836 -0.3092 -1.7489 -0.5616
C -4.7508 0.4150 -0.8564 1.4917
F -4.8700 1.6543 -1.2683 -0.4204
C -3.8655 0.0818 0.0242 0.6466
C -2.8833 0.9810 0.6833 -2.0099
C -1.4237 0.6633 0.3297 0.4409
C -0.8214 1.5515 -0.8076 -0.6986
C -0.5431 0.6588 -1.9876 0.3323
O 0.5584 0.4848 -2.3596 -0.5507
O -1.6231 0.0852 -2.5628 -0.5012
C -3.8625 -1.3641 0.4461 0.7125
O -3.5750 -1.6346 1.5626 -0.6198
H -1.0875 -2.2277 0.9108 -0.0698
H 0.1190 -3.3703 1.3753 0.7905
H -1.5941 -3.7745 1.6903 0.3192
H -0.8901 -5.0156 -0.3369 0.3892
H 1.0919 -3.1668 -0.4448 0.2725
H 0.6325 -4.0325 -1.9432 0.4617
H 0.0218 -2.4151 -1.6041 0.1960
H -2.0578 -2.4850 -1.4883 -0.7955
H -2.2170 -4.0920 -2.1578 0.5989
H -3.4873 -4.0221 0.5035 0.3574
H -4.1268 -4.4396 -1.0970 0.4994
H -6.6150 -2.5741 -2.6631 -0.1172
H -5.7677 -3.7811 -2.0460 0.3734
H -3.0019 0.9017 1.7628 0.4248
H -3.1015 2.0188 0.4491 0.4398
H -1.2541 -0.3852 0.1006 -0.5876
H -0.8286 0.8969 1.2091 0.4270
H -1.5610 2.3151 -1.0530 0.3607
H 0.0767 2.0575 -0.4845 0.3902
H -1.4084 -0.8564 -2.6645 0.3339
C 3.7771 -2.5202 3.1077 -0.9906
C 2.3500 -2.7220 3.5492 0.7406
C 2.0670 -2.6370 5.0283 -1.1786
O 1.4656 -2.9417 2.7501 -0.4994
H 3.8374 -2.6051 2.0251 0.1414
H 4.1227 -1.5275 3.3991 0.3319
H 4.4174 -3.2805 3.5593 0.3951
H 2.3397 -1.6495 5.4036 0.3320
H 2.6347 -3.4016 5.5609 0.3304
H 1.0053 -2.8000 5.2035 0.3018
C 3.1864 -0.6987 -0.8856 -0.5624
C 4.1718 0.1044 -0.0764 0.7397
C 5.1428 0.9696 -0.8397 -1.0932
O 4.1831 0.0579 1.1358 -0.5631
H 2.5508 -1.2717 -0.2111 -0.0685
H 2.5581 -0.0319 -1.4792 0.2423
H 3.7178 -1.3901 -1.5424 0.4377
H 4.6002 1.7078 -1.4317 0.3302
H 5.7572 0.3501 -1.4956 0.3492
H 5.7909 1.4921 -0.1396 0.2153
C -8.1964 0.0566 0.8386 -0.5685
C -8.0709 -0.8866 2.0099 0.9048
C -7.6331 -0.2931 3.3273 -1.1494
O -8.3091 -2.0673 1.8970 -0.5772
H -8.5145 -0.5003 -0.0379 -0.0379
H -8.9383 0.8273 1.0557 0.4859
H -7.2324 0.5206 0.6317 0.0452
H -8.3496 0.4630 3.6528 0.3617
H -6.6446 0.1582 3.2231 0.2519
H -7.5837 -1.0786 4.0786 0.3201
C 8.7825 4.6443 0.2726 -0.9864
C 7.3222 4.4859 0.6136 0.8219
C 6.9507 4.5551 2.0748 -1.1726
O 6.4840 4.3111 -0.2426 -0.5701
H 8.9086 4.5740 -0.8071 0.3039
H 9.1404 5.6165 0.6083 0.2712
H 9.3659 3.8564 0.7489 0.3215
H 7.2335 5.5253 2.4861 0.3753
H 7.4573 3.7617 2.6265 0.3205
H 5.8752 4.4264 2.1803 0.3168
C -9.7587 -1.5543 -5.5144 -1.1155
C -9.6491 -2.5005 -4.3428 0.6870
C -9.2165 -1.9084 -3.0238 -0.6643
O -9.8958 -3.6791 -4.4579 -0.5624
H -10.0765 -2.1071 -6.3961 0.3198
H -10.4946 -0.7778 -5.2999 0.3185
H -8.7894 -1.0949 -5.7155 0.2986
H -9.9288 -1.1470 -2.7027 0.4608
H -8.2269 -1.4665 -3.1186 -0.0806
H -9.1803 -2.6947 -2.2701 0.3478
C 12.5459 7.4040 0.9003 -1.1703
C 12.2677 5.9210 0.9340 0.8960
C 13.1100 5.0442 0.0400 -1.1515
O 11.4071 5.4554 1.6458 -0.5393
H 11.8726 7.9136 1.5866 0.3028
H 13.5750 7.5979 1.2063 0.3694
H 12.3838 7.7918 -0.1068 0.3155
H 14.1631 5.1380 0.3095 0.3747
H 12.9715 5.3323 -1.0034 0.3154
H 12.8065 4.0064 0.1621 0.2965
```

## Properties
ΔE to the lowest compared entry with this formula, charge and spin	1.014	eV
spin multiplicity	1
E	-2198.00535	Eh

***

Molecular formula: C33H56N5O6P3Y
Method: DFT, ωB97M-V/def2-TZVPD

Structure (XYZ):
```
104
Properties=species:S:1:pos:R:3:mulliken_charge:R:1
Y -0.5166 0.0953 -0.2983 0.7858
N -1.1886 4.3696 1.1967 0.1991
C -1.2464 3.2254 0.5488 -0.8927
N -0.7574 2.0867 0.9941 0.2857
C -0.1210 2.0804 2.2530 0.1329
N 0.3532 0.9894 2.7552 -1.0532
N 0.0749 -0.1086 1.9743 0.4781
C 0.4443 -1.2523 2.4023 -0.8915
C 0.0352 -2.4433 1.6444 1.1511
C 0.4663 -3.6978 2.0259 -0.8880
C -0.0002 -4.8078 1.3293 -0.5129
C -0.8795 -4.6129 0.2788 -1.1564
C -1.2414 -3.3143 -0.0542 0.1182
N -0.7976 -2.2434 0.5991 -0.1518
C -0.0040 3.3269 2.9918 0.5864
C 0.6245 3.4023 4.2383 -0.2297
C 0.6811 4.6071 4.9055 -0.8193
C 0.1119 5.7519 4.3441 -0.4721
C -0.5131 5.6975 3.1135 -0.8915
C -0.5642 4.4815 2.4493 0.0225
H -1.6126 5.1919 0.7906 0.3231
H -1.7315 3.2461 -0.4207 0.5660
H 0.9998 -1.3510 3.3315 0.4284
H 1.1375 -3.8065 2.8673 0.5122
H 0.3078 -5.8049 1.6147 0.4948
H -1.2897 -5.4467 -0.2737 0.5073
H -1.9230 -3.1326 -0.8778 0.4607
H 1.0549 2.5073 4.6639 0.5049
H 1.1633 4.6677 5.8711 0.4537
H 0.1564 6.6920 4.8769 0.4365
H -0.9575 6.5838 2.6771 0.4247
C 5.1555 -3.6519 -1.3985 -1.4486
C 4.8607 -2.2672 -1.9181 0.7384
C 5.9425 -1.2596 -1.6085 -1.3447
O 3.6084 -1.8194 -1.2367 -0.1614
P 2.3836 -1.2107 -1.9634 -0.4821
O 1.2622 -1.0915 -0.9638 0.6840
C 2.7932 0.4000 -2.6564 -0.6135
P 1.3367 1.4279 -2.9387 -1.1703
O 0.5491 1.5142 -1.6546 0.3526
O 0.4662 0.7853 -4.0484 0.2028
C 0.7742 0.8927 -5.5145 0.5459
C 0.5916 -0.4836 -6.0991 -1.0220
C -0.1446 1.9384 -6.0934 -1.4061
O 1.8142 2.7902 -3.4942 0.0376
C 2.6014 3.7791 -2.7059 0.6541
C 1.6739 4.9232 -2.3744 -1.2360
C 3.7878 4.1690 -3.5507 -1.4648
O 2.0079 -2.0383 -3.2249 0.2206
C 1.4839 -3.4254 -3.1421 0.5171
C 2.2829 -4.2679 -4.1063 -1.6243
C 0.0093 -3.3563 -3.4694 -0.7569
H 6.0527 -4.0374 -1.8823 0.4154
H 4.3338 -4.3387 -1.6031 0.3295
H 5.3306 -3.6221 -0.3229 0.3592
H 4.6491 -2.2980 -2.9895 0.3194
H 6.1022 -1.1948 -0.5322 0.3365
H 5.7000 -0.2681 -1.9934 0.2751
H 6.8747 -1.5781 -2.0744 0.4282
H 3.3625 0.2865 -3.5817 0.5893
H 3.4307 0.9114 -1.9280 0.4972
H 1.8146 1.2137 -5.5962 0.4593
H -0.4415 -0.8132 -5.9703 0.1992
H 1.2599 -1.2031 -5.6281 0.0698
H 0.8081 -0.4526 -7.1667 0.5006
H -1.1853 1.6236 -6.0006 0.2454
H 0.0791 2.0583 -7.1537 0.5086
H -0.0112 2.9024 -5.6047 0.2854
H 2.9270 3.2812 -1.7875 0.3272
H 1.3091 5.3895 -3.2897 0.3341
H 2.2136 5.6738 -1.7970 0.4828
H 0.8225 4.5740 -1.7875 0.0927
H 3.4525 4.6201 -4.4848 0.3062
H 4.4161 3.3084 -3.7807 0.3452
H 4.3928 4.8995 -3.0143 0.4574
H 1.6297 -3.7681 -2.1138 0.3698
H 2.1751 -3.8834 -5.1213 0.3138
H 1.9140 -5.2935 -4.0877 0.4294
H 3.3399 -4.2839 -3.8451 0.3832
H -0.1336 -3.0188 -4.4961 0.3323
H -0.4996 -2.6636 -2.7960 -0.2778
H -0.4398 -4.3446 -3.3674 0.5438
C -2.7682 2.4561 -3.0878 -0.7606
C -3.7379 1.6712 -2.2004 -0.8618
P -3.1009 0.0123 -1.7614 0.7431
C -4.3901 -0.7487 -0.7044 -0.4194
C -5.8027 -0.8827 -1.2725 -1.3965
C -3.0177 -0.9164 -3.3445 0.5727
C -4.1527 -0.6921 -4.3463 -1.4689
H -3.1527 3.4555 -3.2886 0.5371
H -2.6275 1.9624 -4.0495 -0.0053
H -1.7758 2.5494 -2.6383 -0.1584
H -4.7025 1.5612 -2.6972 0.5948
H -3.9364 2.1956 -1.2607 0.5646
H -4.4054 -0.1434 0.2082 0.4550
H -4.0084 -1.7282 -0.4017 0.2822
H -6.1970 0.0709 -1.6219 0.3406
H -6.4732 -1.2466 -0.4949 0.4289
H -5.8419 -1.5961 -2.0938 0.3147
H -2.9521 -1.9740 -3.0703 0.4751
H -2.0575 -0.6579 -3.8019 -0.6554
H -5.1281 -0.9344 -3.9312 0.2300
H -3.9986 -1.3291 -5.2169 0.5032
H -4.1853 0.3382 -4.6979 0.2906
```

## Properties
total charge	+3
ΔE to the lowest compared entry with this formula, charge and spin	0.000	eV
spin multiplicity	1
E	-3078.26825	Eh